[1]
DFT (ωB97M-V/def2-TZVPD) results for a molecular structure, C8H10AsBF4OPtS5.

Cartesian coordinates (Å):
Pt -1.251 0.550 -1.948
S -3.940 0.838 -6.046
As -3.881 1.056 -3.965
S -2.852 -0.673 -2.942
S -2.058 2.206 -3.251
S -5.624 1.653 -2.969
F 0.297 -1.299 3.594
B 1.677 -1.101 3.356
F 2.031 0.199 3.771
F 1.934 -1.236 1.971
F 2.424 -2.054 4.064
C -0.824 1.560 2.577
C -0.460 0.933 1.265
C 0.365 1.613 0.346
C 0.895 1.000 -0.776
C 0.528 -0.340 -1.066
C -0.480 -0.939 -0.284
C -0.884 -0.329 0.926
S 1.562 -1.323 -2.157
C 2.570 -1.994 -0.826
O 2.445 -0.378 -2.899
H 0.026 1.491 3.260
H -1.657 1.032 3.042
H -1.103 2.608 2.453
H 0.636 2.644 0.547
H 1.621 1.480 -1.419
H -0.781 -1.958 -0.494
H -1.534 -0.871 1.601
H 3.011 -1.172 -0.266
H 3.338 -2.596 -1.312
H 1.967 -2.599 -0.152

Calculated values
M ... 639.306 g/mol
Relative energy (zero: lowest compared OMol25 entry of this formula, charge and spin) ... 1.80 kJ/mol
Net charge ... -2
LUMO ... 4.00 eV
Multiplicity ... 1

natural (NBO) atomic charge list, values in e, 4 entries:
1 Pt 0.4762
2 S -0.7477
3 As 0.9625
4 S -0.4355

---

[2]
DFT (ωB97M-V/def2-TZVPD) results for a molecular structure, C8H10AuN2O2S2 at a distorted geometry.

Cartesian coordinates (Å):
Au 0.295 0.083 -0.209
S 1.882 0.658 -2.021
C 2.272 2.071 -1.119
S 1.358 2.187 0.339
C 3.196 3.001 -1.506
C 3.867 2.874 -2.751
N 4.365 2.777 -3.783
C 3.472 4.113 -0.665
N 3.668 4.989 0.054
C -2.912 0.840 0.602
O -2.026 -0.180 0.131
C -2.306 -1.472 0.669
C -1.400 -2.455 -0.039
O -0.018 -2.193 0.220
C 0.485 -2.782 1.427
H -3.941 0.567 0.362
H -2.653 1.761 0.087
H -2.820 0.977 1.682
H -3.348 -1.737 0.474
H -2.140 -1.467 1.752
H -1.529 -2.328 -1.115
H -1.653 -3.479 0.242
H 0.393 -3.867 1.364
H -0.044 -2.422 2.311
H 1.536 -2.515 1.496

Calculated values
M ... 427.281 g/mol
Relative energy (zero: lowest compared OMol25 entry of this formula, charge and spin) ... 99.65 kJ/mol
<S²> ... 2.04
Net charge ... +1
LUMO (alpha / beta) ... -4.04 / -8.12 eV
Multiplicity ... 3

natural (NBO) atomic charge list, values in e, 4 entries:
1 Au 0.8586
2 S 0.3144
3 C -0.3981
4 S 0.3016

---

[3]
DFT (ωB97M-V/def2-TZVPD) results for 2 unconnected molecules or ions with the total composition C8H10Br2S.

Cartesian coordinates (Å):
Br -0.191 -0.596 3.493
Br 1.720 5.544 2.348
C 1.475 1.680 3.829
C -0.354 1.957 2.257
C 1.883 2.991 3.584
C 0.054 3.268 2.013
C 0.360 1.174 3.163
C 1.169 3.774 2.678
H 2.027 1.051 4.540
H -1.230 1.544 1.740
H 2.760 3.404 4.101
H -0.498 3.897 1.302
S 2.834 1.077 0.267
C 1.487 0.115 -0.443
C 3.537 -0.204 1.319
H 0.931 0.767 -1.137
H 0.793 -0.243 0.336
H 1.866 -0.756 -1.004
H 2.808 -0.557 2.067
H 3.880 -1.069 0.727
H 4.404 0.226 1.848

Calculated values
M ... 298.043 g/mol
Relative energy (zero: lowest compared OMol25 entry of this formula, charge and spin) ... 0.43 kJ/mol
Net charge ... 0
SMILES ... Brc1ccc(Br)cc1.CSC
LUMO ... 0.73 eV
Multiplicity ... 1

natural (NBO) atomic charge list, values in e, 4 entries:
1 Br 0.0663
2 Br 0.0732
3 C -0.2302
4 C -0.2303

---

[4]
DFT (ωB97M-V/def2-TZVPD) results for C8H10BrN3 in the gas phase at a distorted geometry.

Cartesian coordinates (Å):
C -2.125 -1.556 -0.116
C -1.749 0.809 0.506
C -0.828 -1.796 -0.139
C -2.538 -0.199 0.197
C 0.703 1.276 -0.180
C -0.291 0.621 0.723
C 0.735 2.745 -0.334
C 2.304 -1.673 0.007
N 1.551 0.451 -0.702
N 0.152 -1.010 0.360
N 1.303 -0.854 -0.436
Br -4.420 0.223 -0.223
H -2.894 -2.129 -0.614
H -2.074 1.840 0.208
H -0.473 -2.799 -0.284
H 0.088 0.624 1.802
H 1.875 2.886 -0.204
H 0.226 3.304 0.412
H 0.382 3.069 -1.294
H 3.321 -1.664 -0.642
H 2.666 -1.484 0.992
H 2.088 -2.684 -0.038

Calculated values
M ... 228.093 g/mol
Relative energy (zero: lowest compared OMol25 entry of this formula, charge and spin) ... 395.11 kJ/mol
Net charge ... 0
SMILES ... CC1=NN(C)N2C=CC(Br)=C[C@H]12
LUMO ... 0.52 eV
Multiplicity ... 1

natural (NBO) atomic charge list, values in e, 4 entries:
1 C -0.3798
2 C -0.3139
3 C 0.0604
4 C 0.0209

---

[5]
DFT (ωB97M-V/def2-TZVPD) results for a molecular structure, C8H10BrNO3S at a distorted geometry.

Cartesian coordinates (Å):
C 3.328 0.504 -0.442
C 2.704 -0.487 -1.178
C 2.567 1.196 0.446
C 1.385 -0.757 -0.920
C 1.272 0.865 0.678
C -1.252 -2.870 -0.697
C -1.326 -1.250 -0.787
C -0.595 -0.603 0.324
N 0.688 -0.154 0.031
O -4.108 2.480 2.282
O -1.879 3.590 2.377
O -3.271 3.703 0.349
S -3.057 3.223 1.642
Br -1.686 0.700 1.394
H 4.356 0.719 -0.357
H 3.211 -1.228 -1.773
H 3.041 2.141 0.955
H 0.918 -1.557 -1.364
H 0.673 1.309 1.525
H -0.913 -3.320 -1.597
H -2.197 -3.232 -0.527
H -0.640 -2.993 0.220
H -0.877 -0.945 -1.771
H -2.342 -1.033 -0.810

Calculated values
M ... 280.143 g/mol
Relative energy (zero: lowest compared OMol25 entry of this formula, charge and spin) ... 271.64 kJ/mol
Net charge ... 0
LUMO (alpha / beta) ... -0.50 / -0.50 eV
Multiplicity ... 1

natural (NBO) atomic charge list, values in e, 4 entries:
1 C -0.2408
2 C -0.1920
3 C -0.1969
4 C -0.0301

---

[6]
DFT (ωB97M-V/def2-TZVPD) results for 2 unconnected molecules or ions with the total composition C8H10Cl2N at a distorted geometry.

Cartesian coordinates (Å):
C 2.708 -0.369 1.554
C 1.799 -0.971 0.663
C 0.328 -0.478 0.802
C 0.162 1.006 0.726
C -1.208 1.519 0.899
C -2.287 0.566 1.121
N -2.054 -0.780 1.168
C -0.799 -1.360 1.024
H 2.534 -0.584 2.645
H 3.520 0.327 1.237
H 2.109 -1.717 -0.110
H 1.038 1.668 0.551
H -1.370 2.626 0.883
H -3.306 0.981 1.273
H -2.843 -1.415 1.318
H -0.646 -2.464 1.098
C 0.182 0.348 -3.464
Cl 0.074 0.669 -1.718
Cl -1.191 -0.612 -4.017
H 0.190 1.295 -3.997
H 1.100 -0.198 -3.665

Calculated values
M ... 191.081 g/mol
Relative energy (zero: lowest compared OMol25 entry of this formula, charge and spin) ... 433.81 kJ/mol
Net charge ... +1
LUMO ... -4.73 eV
Multiplicity ... 1

natural (NBO) atomic charge list, values in e, 4 entries:
1 C -0.3321
2 C -0.2558
3 C -0.0503
4 C -0.1001

---

What is the multiplicity in the fourth record?
1

---

Which of these has the lowest net charge?
C8H10AsBF4OPtS5

---

The highest relative energy (zero: lowest compared OMol25 entry of this formula, charge and spin) belongs to which entry?
C8H10Cl2N

---

The highest multiplicity belongs to which entry?
C8H10AuN2O2S2